{
  "formula": "C21H19ClF3Si",
  "method": "ωB97M-V/def2-TZVPD",
  "e_homo_ev": -11.89,
  "relative_energy_kj_mol": 113.5,
  "total_energy_ha": -1860.59601,
  "total_charge": 1,
  "elements": ["Cl", "Si", "F", "F", "F", "C", "C", "C", "C", "C", "C", "C", "C", "C", "C", "C", "C", "C", "C", "C", "C", "C", "C", "C", "C", "C", "H", "H", "H", "H", "H", "H", "H", "H", "H", "H", "H", "H", "H", "H", "H", "H", "H", "H", "H"],
  "coordinates": [[4.863746, 2.923791, 3.208800], [-0.713440, 0.108246, 1.714943], [-4.111318, 1.337932, -2.987584], [2.446404, 2.101893, -3.021317], [4.292881, -2.072063, -1.579760], [-1.936707, 1.472295, 1.374299], [-3.987100, -2.185958, -2.008162], [-1.132906, -1.058797, 3.105697], [0.776744, -0.897560, -1.654074], [3.188069, -1.293781, -1.867326], [3.417477, -0.002052, -2.368202], [-4.505899, -0.958261, -2.459674], [0.977148, 0.304823, -2.422208], [1.908115, -1.758527, -1.574054], [-2.262063, 0.015673, -2.220541], [-0.456758, -1.309704, -0.929978], [-2.650999, -2.281773, -1.629432], [1.035016, 1.720309, 3.239059], [3.387498, 2.137151, 2.789883], [-3.611278, 0.098255, -2.611877], [2.246163, 2.349282, 3.601433], [2.285197, 0.766154, -2.660528], [-1.782634, -1.161268, -1.586562], [2.128890, 0.668948, 1.347371], [0.970623, 0.885600, 2.099256], [3.323899, 1.298765, 1.672505], [-0.360411, -2.209331, -0.306294], [-2.254693, -3.247380, -1.293347], [-1.656983, 0.938327, -2.253530], [4.416730, 0.410689, -2.487179], [-0.348713, -1.833605, 3.180364], [-1.601446, 2.062325, 0.504168], [2.309495, 2.994772, 4.483958], [2.106941, 0.001268, 0.495838], [-2.107352, 2.173759, 2.226203], [0.139994, 1.894930, 3.869811], [-0.414332, -0.704554, 0.333678], [-2.087065, -1.545699, 2.845886], [-5.574259, -0.820689, -2.671780], [0.139890, 0.930532, -2.734307], [-1.250549, -0.591086, 4.115156], [-2.895401, 0.996035, 1.126367], [-4.655534, -3.050308, -1.930606], [4.217576, 1.150028, 1.080008], [1.779326, -2.759402, -1.156371]],
  "atomic_forces_ev_per_a": [[0.0, -0.1, -0.1], [1.1, 2.1, 2.1], [0.9, -1.7, 0.3], [-0.2, -2.3, 0.1], [-1.7, 0.9, -0.5], [-0.4, -0.3, -0.5], [-0.1, 0.5, -0.4], [-0.4, -0.8, -0.4], [1.8, 0.4, -1.2], [0.8, 0.0, -0.2], [-0.6, -0.1, 0.1], [0.3, -0.2, 0.0], [-0.2, -0.1, 1.0], [-0.2, 0.2, 1.1], [-0.2, 0.5, 0.7], [-0.1, 0.0, -0.4], [0.4, -0.2, 0.9], [0.4, 0.3, 0.1], [-1.1, -0.1, 0.3], [0.0, 0.9, 0.4], [-0.1, -0.5, -0.7], [-0.3, 0.7, 0.4], [-1.3, 0.2, -0.7], [0.0, 0.3, 0.3], [-0.2, -0.2, -0.1], [0.1, 0.3, 0.4], [0.1, -0.2, -1.1], [-0.3, 0.4, 0.0], [-0.6, -0.6, 0.0], [-0.2, -0.2, 0.0], [-0.4, 0.3, 0.0], [-0.2, -0.2, 0.3], [0.0, -0.3, -0.4], [0.0, 0.0, -0.1], [0.4, -0.7, -0.5], [0.6, -0.1, -0.5], [-0.2, 0.2, -0.9], [0.2, -0.1, 0.4], [0.6, -0.1, 0.0], [0.5, 0.0, 0.4], [0.2, 0.0, -1.0], [0.0, 0.4, 0.0], [0.4, 0.3, -0.1], [0.0, 0.0, 0.0], [0.2, 0.3, 0.0]]
}